This record from the OMol25 dataset describes a single C6H12O molecule. The level of theory is ωB97M-V/def2-TZVPD.

**HOMO-LUMO gap**: 9.4 eV
**Multiplicity**: 1

Each atom is followed by the atoms it is bonded to, with distances in Å.
Geometry (Å):
1 C -0.82916 -1.55145 -0.82769  C2 1.529, H8 1.095, H9 1.096, H10 1.097
2 C -0.71663 -0.12800 -0.28157  C1 1.529, C3 1.530, C6 1.533, H11 1.098
3 C -1.21993 -0.04807 1.16113  C2 1.530, H12 1.096, H13 1.095, H14 1.094
4 C 0.12984 2.68843 -0.58017  O5 1.300, H15 1.120
5 O 0.73489 1.77335 0.11706  C4 1.300, C6 1.464
6 C 0.70434 0.42276 -0.44682  C2 1.533, O5 1.464, C7 1.517, H16 1.096
7 C 1.80792 -0.34883 0.25172  C6 1.517, H17 1.095, H18 1.094, H19 1.094
8 H -1.87628 -1.87225 -0.83417  C1 1.095
9 H -0.44774 -1.62957 -1.85273  C1 1.096
10 H -0.27300 -2.26082 -0.20272  C1 1.097
11 H -1.34118 0.53432 -0.89609  C2 1.098
12 H -0.72264 -0.78264 1.80558  C3 1.096
13 H -2.29531 -0.25213 1.19494  C3 1.095
14 H -1.05462 0.94565 1.58803  C3 1.094
15 H 0.24656 3.58685 0.07804  C4 1.120
16 H 0.92239 0.53209 -1.51516  C6 1.096
17 H 1.59913 -0.46425 1.32004  C7 1.095
18 H 1.91521 -1.34366 -0.19134  C7 1.094
19 H 2.76263 0.17468 0.14451  C7 1.094

The molecule's Löwdin atomic charges, reported in e, are given here:
1 C -0.072
2 C -0.399
3 C -0.064
4 C 0.067
5 O -0.160
6 C -0.365
7 C -0.030
8 H 0.081
9 H 0.084
10 H 0.078
11 H 0.125
12 H 0.079
13 H 0.083
14 H 0.077
15 H 0.020
16 H 0.141
17 H 0.085
18 H 0.083
19 H 0.086